No. 1
13
Properties=species:S:1:pos:R:3:lowdin_charge:R:1 method="wB97M-V/def2-TZVPD" mol_weight_g_mol=168.67 smiles="O[C@H]1C(=S)[C@@H](S)[C@@H]1Cl" e_above_lowest_kcal_mol=84.5 e_homo_ev=-9.3 gap_ha=0.3044
O -0.52970 -2.64859 -0.04189 0.00
C -0.42456 -1.27138 0.47745 -0.36
C 0.94827 -0.45126 0.37729 -0.64
S 2.42137 -1.09204 -0.22390 0.66
C 0.10302 0.91086 0.38451 -0.62
S 1.01186 2.51822 0.02612 0.62
C -1.13375 -0.04632 -0.16928 -0.73
Cl -2.80061 0.28352 -0.16001 0.68
H 0.31032 -2.78722 -0.36869 -0.01
H -0.42935 -1.20287 1.65316 0.18
H -0.21436 0.93852 1.36928 0.04
H 1.18222 2.10923 -1.58599 0.04
H -0.89053 -0.35919 -1.26776 0.13

No. 2
69
Properties=species:S:1:pos:R:3:lowdin_charge:R:1 method="wB97M-V/def2-TZVPD" mol_weight_g_mol=582.38 multiplicity=2 s2=0.782 e_homo_ev="-11.0 / -11.0" charge=+1 gap_ha="0.2841 / 0.2788"
Fe 0.11443 0.07462 0.41402 0.54
C -1.24192 3.95644 1.26272 0.02
C -1.51697 2.46286 1.25620 -0.48
C -2.67236 2.10098 2.17241 0.02
O -0.32254 1.73045 1.61442 -0.06
C -1.78808 1.98493 -0.17495 -0.53
O -2.75661 2.33440 -0.79249 0.14
O -0.84892 1.19137 -0.70015 -0.17
H -1.09949 4.31672 2.28383 0.10
H -2.09215 4.47611 0.82397 0.11
H -0.35147 4.19203 0.67835 0.09
H -2.52566 2.53099 3.16572 0.10
H -2.77997 1.02166 2.27049 0.08
H -3.59276 2.50279 1.75046 0.11
H -0.03712 1.83201 2.53085 0.15
O 1.71992 -1.35368 3.74538 0.13
C 1.01753 -1.05646 2.81304 -0.54
O 1.36163 -0.28645 1.81259 -0.16
C -0.41510 -1.51654 2.71581 -0.16
C -0.96522 -2.41978 3.63891 0.04
C -2.24268 -2.85039 3.43730 0.04
C -2.98068 -2.37824 2.32585 -0.14
C -4.31512 -2.77987 2.06897 -0.01
C -4.99434 -2.27324 1.00097 -0.05
C -4.37249 -1.33832 0.14047 -0.03
C -3.08567 -0.93863 0.35501 -0.01
C -2.36310 -1.45983 1.45363 -0.19
N -1.07021 -1.05187 1.67719 0.10
H -0.34816 -2.74664 4.46373 0.13
H -2.70503 -3.55912 4.11552 0.13
H -4.78655 -3.48583 2.74171 0.12
H -6.01524 -2.57757 0.81031 0.11
H -4.92697 -0.92939 -0.69464 0.12
H -2.61673 -0.21765 -0.30130 0.09
N -1.39847 -4.24285 -3.57752 0.16
C -0.94699 -3.31055 -2.71646 -0.30
C -0.55208 -3.64622 -1.41193 0.01
C -0.11505 -2.66408 -0.56589 -0.09
N -0.03391 -1.36323 -0.90378 -0.05
C -0.38570 -1.04295 -2.17229 -0.12
C -0.83869 -1.95889 -3.08234 0.02
H -1.48872 -5.20360 -3.30160 0.12
H -1.64314 -4.00266 -4.52084 0.12
H -0.57909 -4.67198 -1.06738 0.12
H 0.21010 -2.92046 0.43392 0.13
H -0.31916 -0.00186 -2.44139 0.11
H -1.11170 -1.62909 -4.07666 0.13
C 4.89293 0.93766 -1.79943 -0.17
N 4.68207 1.30616 -0.40003 -0.14
C 4.33810 2.72697 -0.33222 -0.17
N 3.18873 3.08112 -1.16169 -0.14
C 3.43260 2.66055 -2.53902 -0.17
N 3.74204 1.22854 -2.65793 -0.14
C 2.60637 0.35949 -2.38409 -0.27
P 2.06806 0.61969 -0.62862 1.11
C 3.69946 0.44573 0.23859 -0.26
C 1.96516 2.47551 -0.65773 -0.27
H 5.13326 -0.12421 -1.86302 0.13
H 5.73716 1.51277 -2.17756 0.13
H 5.19757 3.29844 -0.68037 0.13
H 4.13355 2.99422 0.70463 0.13
H 4.28743 3.21624 -2.92339 0.13
H 2.55911 2.89152 -3.15020 0.13
H 2.90047 -0.68308 -2.51832 0.10
H 1.78237 0.56506 -3.06922 0.09
H 4.02881 -0.59289 0.16732 0.11
H 3.56634 0.67401 1.29209 0.10
H 1.75644 2.81577 0.35311 0.09
H 1.12032 2.76028 -1.28512 0.10

No. 3
15
Properties=species:S:1:pos:R:3:lowdin_charge:R:1 method="wB97M-V/def2-TZVPD" mol_weight_g_mol=100.12 e_above_lowest_kcal_mol=107.9 e_homo_ev=-9.0 gap_ha=0.3091
O -1.45793 -0.29347 -1.70879 -0.02
C -1.08590 0.14235 -0.41968 -0.35
C -0.29335 -0.93149 0.35758 -0.05
C 1.16787 -0.33994 0.37535 -0.43
C 1.25794 0.29085 1.68319 0.23
C -0.07329 1.28707 -0.47589 -0.17
O 1.15823 0.60878 -0.69192 -0.12
H -0.63653 -0.39216 -2.21095 0.10
H -2.01233 0.41564 0.09000 0.15
H -0.70313 -1.12914 1.35267 0.12
H -0.29793 -1.87268 -0.19587 0.13
H 1.93726 -1.09162 0.16543 0.16
H 1.30140 -0.50618 2.44044 0.02
H -0.01409 1.78758 0.49911 0.10
H -0.24820 2.02442 -1.26067 0.14

No. 4
41
Properties=species:S:1:pos:R:3:lowdin_charge:R:1 method="wB97M-V/def2-TZVPD" mol_weight_g_mol=248.25 e_above_lowest_kcal_mol=23.3 e_homo_ev=-13.5 charge=+1 gap_ha=0.4117
O 3.77844 1.57686 0.84208 0.16
C 3.36619 0.32532 0.83412 -0.47
C 1.95437 0.07963 0.35575 -0.22
N 1.45352 -1.23505 0.84513 0.05
C 2.06963 -2.34206 0.12169 -0.01
C 0.98315 1.24274 0.55888 0.01
O 3.99748 -0.58522 1.32405 0.12
H 4.70210 1.65418 1.10352 0.15
H 2.01467 -0.06603 -0.72620 0.13
H 0.43025 -1.33501 0.74229 0.11
H 1.55756 -1.23679 1.86766 0.12
H 1.61905 -3.26737 0.50559 0.11
H 3.10731 -2.58211 0.33036 0.10
H 1.82623 -2.29067 -0.92348 0.09
H 0.32290 1.14949 1.42001 0.10
H 1.55511 2.16448 0.51863 0.09
H 0.32082 1.27171 -0.30979 0.07
H -4.81014 -0.57991 0.09432 0.05
H -4.42252 -1.14176 1.40896 0.04
O -4.33985 -1.33172 0.47141 -0.04
H -0.78358 -0.42821 -2.49809 0.01
H 0.01227 -1.66144 -2.62224 0.07
O -0.48987 -1.18758 -1.95448 -0.05
H -1.59132 1.86259 -2.74865 0.03
H -1.79269 1.14213 -4.11233 0.08
O -1.27597 1.11355 -3.30447 -0.06
H -2.13422 3.77997 -0.99121 0.07
H -2.26128 2.25721 -0.71550 0.06
O -1.90639 2.91025 -1.33321 -0.04
H -4.50294 2.75458 1.63186 0.04
H -4.04244 1.86618 2.76163 0.04
O -3.93569 2.00381 1.81415 -0.06
H 1.26747 -2.71050 3.32738 0.06
H 1.06946 -1.66589 4.50066 0.08
O 1.44026 -1.81275 3.61775 -0.03
H -1.17891 -1.31472 -0.37670 0.01
H -2.27128 -1.79866 0.59646 0.02
O -1.34469 -1.54069 0.56726 -0.08
H 0.65490 1.12823 -2.94679 0.00
H 2.00626 1.02099 -3.71922 0.06
O 1.57440 0.81019 -2.87927 -0.06

No. 5
11
Properties=species:S:1:pos:R:3:lowdin_charge:R:1 method="wB97M-V/def2-TZVPD" mol_weight_g_mol=87.08 e_above_lowest_kcal_mol=177.4 e_homo_ev="-8.4 / -8.4" gap_ha="0.2842 / 0.2866"
O 2.44877 -0.36046 -0.75221 -0.02
N 1.77935 0.62578 -0.10150 0.05
C 0.51905 0.46957 -0.19224 -0.28
C -0.64043 1.30766 0.19616 -0.03
O -1.45939 0.38282 -0.36909 -0.07
C -0.46488 -0.46437 -0.75367 -0.05
H 3.38052 -0.13604 -0.61882 0.11
H -0.85644 2.35317 -0.01106 0.11
H -2.06957 -0.97564 1.73473 0.05
H -2.02319 -1.67236 1.47932 0.04
H -0.61379 -1.53014 -0.61162 0.10

No. 6
116
Properties=species:S:1:pos:R:3:lowdin_charge:R:1 method="wB97M-V/def2-TZVPD" mol_weight_g_mol=903.43 e_homo_ev="-10.1 / -10.1" charge=+1 gap_ha="0.2655 / 0.2655"
Ti 0.02706 -0.04921 -0.39375 0.77
C -2.22652 -3.77686 0.35801 -0.05
C -1.88295 -3.33973 1.77111 -0.34
C -3.06457 -3.64361 2.70591 -0.05
C -1.49941 -1.89687 1.94148 -0.22
C -1.28158 -1.30106 3.21318 0.02
C -0.98934 -0.00178 2.96849 -0.09
N -1.05344 0.22945 1.61899 -0.10
N -1.34917 -0.98770 0.98863 0.05
B -2.03302 1.45787 1.31364 -0.54
N -2.41126 1.45879 -0.16643 -0.02
C -3.50537 2.02362 -0.67955 -0.06
C -3.32174 2.18345 -2.03595 0.02
C -2.05065 1.67317 -2.29544 -0.26
N -1.51119 1.22176 -1.14818 0.01
C -1.35342 1.67539 -3.62430 -0.39
C -2.18901 0.95506 -4.68417 -0.07
C -1.07813 3.11629 -4.06856 -0.04
N -1.27249 2.73797 1.70586 -0.03
C -1.79446 3.98075 1.66710 -0.08
C -0.88042 4.84921 2.20931 -0.01
C 0.20368 4.03078 2.58034 -0.29
N -0.03522 2.76072 2.26944 0.13
C 1.46094 4.47813 3.27669 -0.36
C 2.01108 3.42202 4.23342 -0.06
C 2.53133 4.94190 2.28511 -0.06
H -2.15714 -4.86337 0.28519 0.10
H -1.56409 -3.34243 -0.37803 0.02
H -3.24765 -3.48978 0.10624 0.08
H -1.03061 -3.92193 2.13194 0.12
H -3.91662 -3.00995 2.45318 0.09
H -2.82474 -3.49276 3.75757 0.07
H -3.36662 -4.68305 2.57697 0.09
H -1.33428 -1.78745 4.17193 0.12
H -0.79813 0.82454 3.63248 0.13
H -3.06609 1.34868 1.92579 0.13
H -4.32958 2.28965 -0.03868 0.13
H -4.01053 2.60732 -2.74528 0.12
H -0.39418 1.16299 -3.51551 0.07
H -3.12832 1.48561 -4.85053 0.09
H -2.43552 -0.06678 -4.39498 0.04
H -1.64997 0.92257 -5.63171 0.09
H -2.01482 3.63764 -4.27352 0.09
H -0.48477 3.11991 -4.98388 0.09
H -0.54264 3.68265 -3.30741 0.06
H -2.78280 4.15625 1.27353 0.12
H -0.98245 5.91179 2.34880 0.11
H 1.17656 5.34935 3.87416 0.14
H 2.52341 2.62689 3.69019 0.04
H 1.21465 2.96629 4.82219 0.08
H 2.73007 3.86947 4.92074 0.08
H 2.90707 4.09728 1.70304 0.05
H 3.38037 5.38381 2.80905 0.08
H 2.13584 5.68603 1.59226 0.08
C 1.56651 -4.00875 1.67103 -0.03
C 1.43686 -4.06120 0.17651 -0.33
C 1.91225 -5.18054 -0.50576 -0.02
C 1.72770 -5.27383 -1.86846 -0.05
C 1.04690 -4.25025 -2.51310 -0.11
C 0.59737 -3.16637 -1.77404 -0.50
N 0.82066 -3.05302 -0.44993 0.04
Sb -0.45862 -1.56128 -2.74160 1.43
C -2.50377 -2.21095 -2.45303 -0.52
C -2.92289 -3.36356 -3.10473 -0.12
C -4.25155 -3.74664 -2.99327 -0.06
C -5.10633 -2.96135 -2.24498 -0.03
C -4.61108 -1.81188 -1.63128 -0.34
C -5.50596 -0.95501 -0.78268 -0.02
N -3.33327 -1.44065 -1.74436 0.08
C 1.56114 0.20372 -1.76393 -0.42
C 2.42541 0.17259 -2.86312 -0.12
C 2.78412 1.38902 -3.40666 -0.03
C 2.32656 2.59495 -2.85613 -0.01
C 1.50774 2.57397 -1.74851 -0.31
C 0.98164 3.77203 -1.03191 0.01
N 1.17733 1.35972 -1.26623 -0.06
H 0.95648 -4.79115 2.12647 0.09
H 1.22948 -3.04860 2.04771 0.05
H 2.59317 -4.18924 1.99225 0.09
H 2.41070 -5.96767 0.04508 0.12
H 2.09271 -6.13124 -2.41898 0.11
H 0.86798 -4.29130 -3.57988 0.09
H -2.22749 -3.95486 -3.68865 0.09
H -4.61144 -4.64358 -3.48108 0.11
H -6.14803 -3.22946 -2.12519 0.12
H -6.11273 -1.56881 -0.11538 0.08
H -6.19116 -0.37075 -1.40044 0.09
H -4.90227 -0.27513 -0.18765 0.05
H 2.76396 -0.75954 -3.29352 0.11
H 3.42509 1.41946 -4.27916 0.12
H 2.60943 3.54157 -3.29596 0.13
H 1.10865 4.67497 -1.62596 0.10
H 1.50737 3.90412 -0.08297 0.06
H -0.07400 3.63807 -0.78750 0.08
C 3.39240 -0.49670 3.82574 -0.13
C 2.11909 -0.31549 3.00287 -0.39
P 2.30925 -0.21359 1.17216 1.00
C 3.68256 -1.40697 0.86670 -0.36
C 3.94172 -1.89201 -0.55540 -0.13
C 3.12562 1.43445 1.07979 -0.38
C 4.11219 1.67631 -0.06472 -0.11
H 3.14932 -0.47095 4.88844 0.08
H 4.12576 0.28959 3.64597 0.07
H 3.87517 -1.45328 3.62696 0.07
H 1.62298 0.62411 3.26464 0.05
H 1.41081 -1.10511 3.24381 0.05
H 3.47284 -2.26373 1.50647 0.05
H 4.58245 -0.94212 1.27927 0.09
H 3.02424 -2.22276 -1.04098 0.04
H 4.62930 -2.73863 -0.53294 0.08
H 4.39656 -1.11840 -1.17142 0.06
H 3.64890 1.55681 2.02910 0.06
H 2.31283 2.16407 1.08886 0.03
H 4.14587 2.73485 -0.32681 0.08
H 3.86365 1.12649 -0.97002 0.03
H 5.12271 1.38473 0.22239 0.08